59
Properties=species:S:1:pos:R:3:forces:R:3 method="wB97M-V/def2-TZVPD" gap_ev=2.65 multiplicity=1
C 0.402 -0.036 -1.949 0.315 0.237 -0.203
C -0.523 1.132 -1.189 0.369 -1.777 -0.296
C -1.873 0.391 -0.626 -0.347 -0.368 -1.139
C 0.440 1.793 -0.038 -0.139 0.920 -0.604
C 1.416 2.907 -0.797 -0.129 -1.323 0.526
C -0.358 2.520 1.201 -0.500 -0.340 -2.385
O -0.672 1.475 2.185 1.980 1.335 2.251
C 0.072 1.637 3.443 -0.209 -0.104 0.449
O -0.375 2.841 4.212 0.943 -1.280 -1.650
C -0.290 0.302 4.366 -0.498 0.543 -0.510
C 0.581 -1.042 3.915 -3.410 -0.164 2.089
Cl -0.078 -1.734 2.320 1.041 0.918 1.520
N 2.079 -0.840 3.953 -0.356 -0.513 0.330
P 2.956 -1.484 2.523 7.808 -2.256 -1.349
O 4.536 -1.633 2.811 -5.978 0.940 -0.255
C 2.533 0.588 4.156 1.829 1.411 -1.048
P 2.685 1.089 6.029 -0.609 0.667 1.356
O 2.145 -0.192 7.076 -0.254 -0.048 -2.688
I 5.146 1.251 6.485 -0.983 -0.586 -0.374
C 1.700 1.710 3.291 0.633 0.652 0.189
H 1.096 -0.590 -1.157 -1.375 1.122 -1.539
H -0.254 -0.855 -2.480 1.264 1.840 1.052
H 1.103 0.465 -2.772 -1.466 -1.151 1.818
H -0.842 1.875 -2.046 0.682 -1.209 1.987
H -2.785 1.143 -0.695 1.844 -1.644 0.548
H -2.126 -0.486 -1.395 0.462 2.042 1.703
H -1.758 -0.117 0.424 -0.187 1.314 -1.889
H 1.065 0.903 0.438 -1.118 1.846 -0.980
H 2.162 2.277 -1.452 -1.323 1.525 1.266
H 1.987 3.511 0.040 -0.983 -0.969 -1.943
H 0.774 3.583 -1.509 1.317 -1.190 1.600
H 0.277 3.415 1.604 -1.280 -1.654 -0.477
H -1.405 2.877 0.753 2.347 -0.480 1.276
H -0.120 3.683 3.730 -0.387 -1.597 0.547
H -0.157 0.510 5.534 -0.071 -0.279 -2.618
H -1.438 0.091 4.185 2.469 0.180 0.353
H 0.328 -1.857 4.750 0.620 1.621 -2.072
H 2.451 -1.395 4.782 -0.277 0.605 -1.128
H 2.529 -2.838 2.150 -0.441 1.523 0.584
H 2.847 -0.530 1.450 -0.958 -0.450 0.849
H 3.655 0.636 3.751 -2.274 -0.254 0.845
H 1.309 -0.611 6.713 1.194 0.771 0.838
H 2.030 2.771 3.727 -0.524 -2.433 -0.850
H 2.106 1.670 2.195 -1.084 0.016 1.943
C -1.359 -3.346 -6.446 0.452 0.273 -0.109
C -2.829 -3.189 -6.787 -0.400 -0.200 0.212
O -3.628 -2.797 -5.677 0.870 -0.696 0.551
C -3.676 -1.392 -5.300 -0.848 1.288 -2.587
O -3.983 -0.635 -6.349 0.820 -0.169 1.627
C -2.396 -0.901 -4.517 -0.293 -0.533 -0.933
F -1.947 -1.867 -3.664 0.307 0.093 0.334
F -2.674 0.176 -3.727 0.116 -0.203 -0.256
F -1.341 -0.553 -5.293 -0.296 0.140 0.522
H -1.224 -3.800 -5.459 -0.094 -0.043 -0.124
H -0.859 -3.967 -7.195 -0.045 -0.054 0.022
H -0.849 -2.381 -6.445 -0.012 -0.125 0.046
H -3.202 -4.178 -7.075 -0.176 0.054 0.120
H -2.973 -2.548 -7.663 -0.029 0.281 0.268
H -4.419 -1.430 -4.490 -0.328 -0.068 0.385

102
Properties=species:S:1:pos:R:3:forces:R:3 method="wB97M-V/def2-TZVPD" gap_ev=7.94 multiplicity=1 e_above_lowest_kj_mol=0.0 total_charge=-1
C 6.828 -1.101 -0.342 0.055 0.123 -0.045
C 6.149 -0.872 -1.687 0.047 -0.060 0.479
N 4.690 -0.734 -1.535 0.199 0.435 -0.628
C 4.070 0.241 -2.439 -0.170 0.321 0.453
C 2.720 0.726 -1.880 0.369 -0.263 -0.257
C 4.048 -1.985 -1.568 -0.386 -0.299 0.603
S 3.541 -2.690 -0.210 -0.041 -0.152 0.025
S 3.930 -2.805 -3.161 0.234 -0.144 -0.484
C 2.171 -2.846 -3.604 -0.667 -0.054 0.444
C 1.170 -3.428 -2.591 0.196 0.101 -0.342
C 0.423 -2.314 -1.889 0.145 -0.122 0.167
S -0.612 -2.946 -0.572 -0.737 -0.177 -0.081
O -1.106 -4.203 -1.064 -0.363 -0.438 -0.339
O 0.223 -3.030 0.594 0.366 0.270 0.359
N -1.894 -1.975 -0.460 1.142 0.371 0.112
S -1.726 -0.526 0.202 -0.857 -0.100 0.274
O -3.049 0.003 0.372 -0.587 0.172 -0.168
O -0.897 -0.444 1.370 0.843 -0.183 0.093
C -0.938 0.577 -0.989 -0.136 0.423 -0.306
O -1.910 1.213 -1.785 -0.071 -0.222 -0.229
C -1.295 1.814 -2.895 0.156 -0.118 0.202
H 7.742 -1.674 -0.459 0.142 -0.152 0.008
H 7.094 -0.152 0.111 -0.031 0.183 0.152
H 6.162 -1.610 0.344 -0.072 -0.228 0.071
H 6.421 -1.675 -2.374 -0.094 -0.081 -0.250
H 6.521 0.057 -2.103 0.000 0.116 -0.264
H 3.951 -0.149 -3.450 0.093 -0.090 -0.184
H 4.742 1.091 -2.478 0.253 0.073 -0.116
H 1.923 0.503 -2.583 -0.264 0.007 0.067
H 2.535 0.238 -0.931 -0.215 -0.116 0.147
H 2.734 1.793 -1.692 -0.052 0.218 -0.032
H 1.829 -1.855 -3.886 0.170 0.310 -0.059
H 2.116 -3.437 -4.510 0.437 -0.200 -0.214
H 1.661 -4.089 -1.890 0.126 -0.090 0.229
H 0.452 -4.028 -3.137 -0.169 -0.166 -0.033
H 1.124 -1.622 -1.437 0.069 0.228 0.123
H -0.206 -1.786 -2.596 -0.182 0.072 -0.145
H -0.369 1.317 -0.426 0.028 0.048 0.308
H -0.241 0.049 -1.632 0.107 -0.274 0.091
H -0.606 2.592 -2.555 0.072 0.242 -0.166
H -2.059 2.223 -3.544 -0.207 0.200 0.020
H -0.720 1.087 -3.476 0.086 -0.122 -0.062
C -2.591 -2.871 2.866 0.119 -0.222 0.386
C -3.324 -3.997 2.180 -0.103 0.365 -0.261
O -2.886 -5.298 2.648 -0.006 -0.044 0.015
C -3.369 -5.692 3.807 0.031 0.027 -0.078
O -4.168 -5.119 4.506 -0.024 -0.018 0.050
O -2.827 -6.890 4.101 -0.006 -0.027 0.030
C -3.223 -7.414 5.364 0.022 -0.088 0.022
H -1.515 -2.992 2.749 0.005 0.080 -0.155
H -2.877 -1.918 2.429 -0.022 0.015 -0.066
H -2.817 -2.844 3.934 -0.090 -0.016 -0.032
H -3.105 -3.991 1.115 0.092 -0.147 0.008
H -4.404 -3.918 2.307 0.003 -0.080 0.121
H -4.307 -7.442 5.455 -0.017 0.060 0.019
H -2.804 -6.817 6.173 -0.066 0.040 0.019
H -2.824 -8.424 5.412 0.045 0.013 -0.060
C 5.870 -7.336 0.575 0.174 -0.086 -0.113
C 4.971 -6.827 -0.530 -0.193 0.090 0.272
O 5.681 -6.702 -1.777 0.029 -0.001 -0.027
C 5.886 -7.832 -2.439 -0.039 0.087 0.010
O 5.522 -8.934 -2.117 0.025 -0.045 -0.001
O 6.574 -7.543 -3.551 0.020 -0.010 -0.011
C 6.909 -8.680 -4.346 0.035 -0.008 -0.103
H 6.755 -6.704 0.665 -0.046 0.061 0.049
H 5.335 -7.328 1.524 -0.026 0.030 0.007
H 6.202 -8.354 0.374 -0.064 -0.020 -0.002
H 4.617 -5.822 -0.308 0.055 0.058 -0.131
H 4.098 -7.463 -0.665 0.062 -0.091 -0.088
H 6.025 -9.270 -4.575 -0.015 -0.032 0.055
H 7.642 -9.300 -3.831 -0.048 -0.051 0.030
H 7.340 -8.291 -5.264 0.005 0.075 0.030
C -2.753 5.205 1.394 0.118 0.203 0.058
C -2.742 5.174 -0.118 -0.156 -0.398 0.320
O -2.411 6.466 -0.669 -0.061 -0.006 -0.087
C -1.124 6.790 -0.639 -0.059 -0.018 -0.044
O -0.218 6.111 -0.233 0.038 0.010 0.002
O -0.996 8.020 -1.156 0.007 0.032 0.002
C 0.340 8.524 -1.141 0.047 0.089 -0.048
H -3.417 5.993 1.756 -0.087 -0.068 -0.007
H -3.097 4.248 1.783 -0.015 -0.024 -0.026
H -1.756 5.399 1.788 0.029 -0.070 -0.028
H -3.737 4.941 -0.490 -0.001 0.181 -0.149
H -2.064 4.410 -0.495 0.134 0.122 -0.049
H 1.025 7.825 -1.616 0.008 -0.051 0.044
H 0.662 8.716 -0.119 0.037 -0.066 0.013
H 0.319 9.455 -1.699 -0.081 0.002 -0.001
C -6.550 9.452 5.204 0.157 0.001 -0.122
C -7.746 9.400 4.278 -0.101 -0.022 0.278
O -7.388 9.708 2.922 -0.002 0.019 -0.034
C -6.799 8.715 2.251 -0.023 0.040 -0.027
O -6.581 7.610 2.672 0.021 -0.021 0.015
O -6.503 9.159 1.031 -0.022 0.000 -0.027
C -5.815 8.208 0.209 0.122 -0.065 -0.179
H -6.049 10.417 5.122 -0.052 0.034 0.046
H -6.868 9.309 6.236 -0.029 0.008 0.008
H -5.829 8.675 4.955 -0.043 -0.048 0.005
H -8.476 10.158 4.554 0.007 0.060 -0.111
H -8.237 8.428 4.315 0.074 -0.052 -0.069
H -6.359 7.268 0.157 -0.001 -0.025 0.113
H -4.810 8.038 0.590 -0.015 -0.078 0.037
H -5.752 8.642 -0.784 -0.043 0.133 0.047

34
Properties=species:S:1:pos:R:3:forces:R:3 method="wB97M-V/def2-TZVPD" gap_ev="6.41 / 4.27" multiplicity=3 e_above_lowest_kj_mol=123.2 total_charge=+4
C -0.488 -2.379 -0.871 -1.559 0.348 -0.987
N -0.848 -1.098 -1.230 -0.398 0.334 -0.028
N -2.104 -1.154 -1.867 0.089 -0.368 0.260
C -2.499 -2.442 -1.899 0.774 1.461 0.116
C -1.512 -3.230 -1.295 1.031 -0.214 0.557
B -2.842 0.173 -2.252 0.485 -1.060 -0.642
N -3.020 0.978 -0.922 -1.871 0.964 1.338
N -1.867 1.369 -0.213 -1.861 1.699 2.184
C -2.288 2.033 0.907 3.154 -1.056 -1.609
C -3.678 2.064 0.920 -0.769 0.428 0.732
C -4.091 1.391 -0.241 0.569 -1.568 -2.572
Mo -0.126 0.752 -0.971 3.220 -2.693 4.382
N -1.832 1.008 -3.112 0.421 0.890 -0.752
N -0.464 1.214 -2.673 -2.521 1.386 -2.565
C 0.083 2.196 -3.505 -1.402 -0.111 -1.065
C -0.897 2.584 -4.404 1.945 0.699 0.007
C -2.053 1.852 -4.129 0.139 -1.625 1.435
H 1.105 2.498 -3.347 0.110 0.161 -0.328
H -3.023 1.848 -4.592 -0.301 0.221 -0.315
H -0.785 3.319 -5.197 0.006 -0.068 0.145
H -3.883 -0.027 -2.816 0.368 0.204 0.258
H -5.081 1.175 -0.628 -0.111 0.101 0.170
H -3.442 -2.679 -2.353 -0.290 -0.351 -0.093
H -4.307 2.509 1.661 -0.356 0.279 0.420
H -1.530 -4.304 -1.168 -0.050 0.035 -0.035
H -1.545 2.425 1.606 -0.460 -0.014 -0.040
H 0.432 -2.539 -0.340 0.138 -0.316 -0.052
H 2.555 2.252 -1.438 0.136 -0.018 0.594
C 2.248 1.937 -0.431 -1.511 -1.288 -0.107
H 1.757 2.642 0.269 0.570 -0.214 -0.379
H 0.935 -1.519 3.356 -0.279 0.755 -1.561
H 2.522 0.929 -0.046 0.346 0.982 -0.195
N 0.439 -0.451 1.368 0.616 -0.669 1.544
C 0.707 -1.003 2.362 -0.376 0.687 -0.820

17
Properties=species:S:1:pos:R:3:forces:R:3 method="wB97M-V/def2-TZVPD" gap_ev=9.64 multiplicity=1 e_above_lowest_kj_mol=138.4 smiles="[H]/N=C(/N)NN.CC#N"
C -2.364 1.121 -0.124 -0.352 -0.043 -0.039
N 0.215 -1.135 -0.308 -0.495 -0.413 0.211
C 1.444 -0.524 -0.543 0.131 0.000 0.068
C -1.075 1.683 0.181 -0.532 -0.144 -0.242
N -0.172 -1.529 1.001 0.194 0.286 0.136
N 2.065 -0.006 0.582 0.038 0.031 0.177
N -0.056 2.131 0.419 0.999 0.547 0.394
N 2.011 -0.432 -1.672 0.359 -0.032 -0.544
H -0.024 -1.859 -0.982 0.152 0.356 0.225
H 0.648 -1.847 1.526 -0.246 0.120 -0.197
H -0.544 -0.713 1.496 0.183 -0.347 -0.261
H 2.903 0.488 0.299 -0.163 -0.017 0.024
H 1.461 0.591 1.137 0.118 -0.066 -0.055
H 1.540 -0.925 -2.425 -0.122 -0.037 0.169
H -2.970 1.131 0.777 -0.160 -0.090 0.028
H -2.228 0.104 -0.478 -0.061 -0.134 -0.038
H -2.855 1.719 -0.887 -0.044 -0.017 -0.056

54
Properties=species:S:1:pos:R:3:forces:R:3 method="wB97M-V/def2-TZVPD" gap_ev=2.46 multiplicity=1 e_above_lowest_kj_mol=135.9 total_charge=+2
Tl 0.250 -0.532 3.791 -0.300 0.064 0.255
O 0.263 -1.456 -1.022 0.150 1.432 2.070
C 0.202 -1.125 0.266 -0.166 -1.577 -1.832
O 0.657 -0.042 0.689 -0.348 -0.025 0.708
O -0.245 -1.894 1.152 0.291 0.809 0.146
H 0.752 -0.639 -1.302 -0.134 -0.670 -1.211
C 0.011 -2.856 -5.167 -0.090 -0.007 -0.967
O -0.634 -2.034 -4.181 -0.151 -0.692 0.661
C -0.567 -0.735 -4.208 0.676 0.918 -0.853
O 0.103 -0.036 -4.949 -0.218 -0.630 0.281
O -1.348 -0.235 -3.265 -0.193 -0.079 0.830
C -1.337 1.181 -3.000 -0.569 -0.010 -0.424
H -0.030 -3.897 -4.863 -0.141 0.182 0.518
H 1.042 -2.571 -5.357 -0.043 0.258 0.096
H -0.584 -2.780 -6.077 0.216 0.095 -0.121
H -2.135 1.616 -3.604 0.255 0.195 -0.208
H -0.370 1.625 -3.222 -0.012 0.047 0.028
H -1.674 1.317 -1.974 0.284 -0.230 0.145
C 1.136 2.991 0.571 1.088 -0.182 -0.541
O 0.470 3.806 1.491 0.138 0.369 -0.789
C -0.117 3.370 2.584 -0.016 1.265 1.370
O -0.197 2.228 2.962 -0.091 -0.970 -0.110
O -0.528 4.455 3.232 0.058 -0.383 -0.987
C -1.216 4.357 4.474 0.491 0.155 0.757
H 1.545 3.644 -0.201 -0.531 0.155 -0.021
H 0.481 2.257 0.090 -0.264 -0.121 0.048
H 2.026 2.471 0.942 -0.367 -0.096 0.660
H -1.175 5.360 4.895 -0.175 0.002 -0.195
H -0.635 3.732 5.155 -0.363 -0.284 -0.076
H -2.253 4.051 4.352 0.116 -0.210 -0.064
C -4.655 -4.481 4.345 0.288 -0.078 1.497
O -3.652 -3.444 4.498 0.422 0.186 -0.425
C -2.518 -3.474 3.823 -1.420 -0.513 0.823
O -1.800 -2.506 3.801 1.034 0.646 -0.446
O -2.291 -4.647 3.255 -0.105 -0.049 -0.662
C -1.345 -4.732 2.196 0.487 -0.036 0.011
H -5.117 -4.475 5.333 -0.378 0.114 -0.262
H -4.186 -5.458 4.283 -0.124 0.030 -0.634
H -5.367 -4.196 3.579 0.128 -0.215 -0.183
H -0.341 -4.813 2.614 0.027 0.057 -0.116
H -1.413 -3.858 1.538 0.019 0.140 0.073
H -1.578 -5.606 1.594 -0.135 -0.090 0.235
C 2.626 -0.187 -2.681 -1.895 0.996 0.141
O 3.514 0.768 -2.135 0.205 -0.753 0.048
C 3.276 2.085 -2.207 0.526 0.327 -0.146
O 2.327 2.644 -2.711 0.194 -0.617 0.453
O 4.330 2.639 -1.621 0.015 0.049 0.267
C 4.356 4.054 -1.397 -0.871 0.632 -0.022
H 1.605 0.224 -2.603 -0.006 0.336 -0.288
H 2.566 -1.080 -2.065 1.073 -0.176 -0.167
H 2.735 -0.368 -3.747 0.552 -0.145 0.081
H 3.877 4.321 -0.451 -0.110 -0.382 0.071
H 3.785 4.545 -2.183 0.337 0.155 -0.098
H 5.375 4.415 -1.312 0.145 -0.393 -0.425

7
Properties=species:S:1:pos:R:3:forces:R:3 method="wB97M-V/def2-TZVPD" gap_ev=6.28 multiplicity=1 e_above_lowest_kj_mol=138.1 total_charge=-1
C 0.975 0.669 0.354 0.563 2.294 0.934
C -1.467 0.019 -0.309 -0.808 0.197 0.007
C 0.900 -0.624 -0.063 -0.237 -1.154 -1.189
N -0.596 -0.789 -0.276 0.447 -1.122 0.027
O 0.942 1.409 1.313 0.157 -0.394 -0.101
O -2.422 0.706 -0.364 -0.196 0.334 -0.077
O 1.667 -1.389 -0.656 0.074 -0.155 0.398